(1)
Here is a cluster of 3 separate species, C42H33N2O6PS in total from the Open Molecules 2025 dataset. Energies are from the ωB97M-V functional and the def2-TZVPD basis.

CARTESIAN COORDINATES (ANGSTROEM)
S 4.4546 -0.0101 2.2431
P 2.6544 -0.4830 2.8592
O -1.0019 9.1025 3.3554
O 4.2480 -4.3214 1.0046
O -3.6350 -2.0049 -2.4767
O -8.8567 -1.3533 -3.3974
O 8.8345 -5.8297 -1.2866
O 0.1198 10.3061 4.8707
N -1.8441 1.9820 -0.3605
N -0.0093 3.6039 1.2461
C 7.8064 -5.4857 -0.7387
C -6.8044 -0.3334 -2.8695
C 6.8341 -6.4991 -0.2465
C -0.9890 7.8238 2.6948
C -5.4433 -0.5067 -2.6099
C -4.6509 0.5932 -2.3045
C 1.2082 8.2804 4.3366
C -1.8856 3.2919 -0.2492
C 0.4220 -0.5457 1.0234
C -5.1498 -4.3067 -2.9489
C -7.0723 -2.8629 -3.1416
C -7.6758 -1.5035 -3.1583
C 8.1329 -1.7400 -0.7682
C -4.8273 -1.8592 -2.6592
C 6.2431 -8.8038 0.0913
C 5.6452 -6.1043 0.3696
C 4.7667 -7.0651 0.8574
C 7.1245 -7.8506 -0.3919
C -2.1994 7.6532 1.7370
C 0.0576 9.3056 4.1983
C -7.3579 0.9411 -2.8454
C 6.2849 -3.6510 0.0347
C -0.7996 1.4773 0.3657
C 5.9953 -2.3002 0.1833
C 5.0669 -8.4107 0.7227
C 5.3044 -4.6626 0.5079
C -0.5896 0.0529 0.3294
C -1.1375 5.6365 0.5282
C 1.3107 0.2372 1.8614
C -5.7026 -3.0314 -2.9279
C 0.0791 2.2419 1.1555
C 1.1096 1.5922 1.9033
C -2.3173 6.1303 1.3996
C -7.8832 -3.9731 -3.3460
C -5.2099 1.8596 -2.2676
C -0.9847 4.1096 0.5237
C 8.4197 -3.0861 -0.9344
C -5.9616 -5.4092 -3.1597
C -7.3302 -5.2432 -3.3492
C -6.5623 2.0351 -2.5453
C 7.4960 -4.0461 -0.5398
C 6.9165 -1.3474 -0.2175
H 8.0409 -8.1581 -0.8784
H -0.1546 6.0321 0.8240
H -2.5104 5.5152 2.2932
H 0.8447 7.2545 4.5167
H -4.0866 -4.4384 -2.7965
H 1.7636 2.2184 2.5244
H 5.0543 -1.9895 0.6160
H -0.0857 7.7472 2.0646
H 9.3641 -3.3888 -1.3675
H -8.4103 1.0788 -3.0564
H -1.2504 -0.5813 -0.2736
H 1.7890 8.2227 3.3951
H 4.3835 -9.1571 1.1080
H -1.0125 7.0300 3.4620
H -3.1313 8.0660 2.1452
H 2.5829 -1.8980 2.9072
H 2.5617 -0.0583 4.2117
H -3.2281 6.0563 0.7702
H -5.5298 -6.4021 -3.1715
H -6.9961 3.0271 -2.5230
H -1.2723 5.9251 -0.5335
H 8.8572 -0.9935 -1.0697
H -3.5979 0.4633 -2.0906
H 1.8939 8.6082 5.1258
H -1.9126 8.1619 0.7974
H -8.9470 -3.8457 -3.4987
H 6.6896 -0.2954 -0.0958
H -4.5913 2.7141 -2.0238
H 6.4730 -9.8562 -0.0196
H 3.8498 -6.7623 1.3460
H -2.6769 3.8121 -0.8098
H -7.9649 -6.1071 -3.5015
H 0.5566 -1.6272 0.9397

## Properties
SMILES = CC(=O)OCCCCc1cnc2ccc([PH2]=S)cc2n1.O=C1c2ccccc2C(=O)c2ccccc21.O=C1c2ccccc2C(=O)c2ccccc21
Gap between HOMO and LUMO = 7.64 eV
E_HOMO = -8.71 eV



(2)
Here is a structure of composition C42H34AsOPPdS from the Open Molecules 2025 dataset. Energies are from the ωB97M-V functional and the def2-TZVPD basis.

CARTESIAN COORDINATES (ANGSTROEM)
Pd 0.3039 0.6818 -1.1797
As 2.2763 -1.0123 -1.2818
S 1.9882 2.1289 -0.1933
P -1.9171 0.5045 1.4172
O -0.6829 -0.0058 0.7117
C 1.1700 -2.8892 2.8894
C -1.5804 0.7440 3.1812
C -1.5253 2.0875 5.1640
C -4.1607 3.7741 0.4280
C -0.2407 1.9174 -3.9376
C 4.4920 -4.5089 -2.1197
C 2.4296 -1.2529 1.6606
C -2.3710 2.4476 -4.9102
C 4.6713 -4.4527 -3.4936
C 3.5681 1.4919 -0.4947
C -1.5386 2.9410 0.1221
C -1.7186 1.9820 3.7979
C -2.2776 1.4837 -2.7114
C -2.4674 2.1103 0.7416
C -1.9313 4.1711 -0.3776
C 5.9405 1.9207 -0.4897
C 4.6554 2.3261 -0.1966
C -3.0171 1.9796 -3.7784
C -3.7857 2.5251 0.8932
C -0.8936 1.4470 -2.8069
C -1.2024 -0.3750 3.9184
C -1.0139 -0.2614 5.2828
C 3.3608 -2.4442 -3.5907
C -1.1865 0.9664 5.9061
C -5.3046 -1.7356 1.9284
C 3.1738 -2.5083 -2.2134
C -3.3744 -1.3302 -0.0253
C 3.7377 -3.5441 -1.4716
C 3.7907 0.2081 -1.0310
C 1.9234 -1.7688 0.4728
C 2.0573 -1.8238 2.8656
C 6.1585 0.6839 -1.0865
C -4.4429 -2.1730 -0.2783
C -0.9914 2.3985 -5.0047
C -3.2854 -0.6719 1.1958
C 0.6608 -3.4059 1.7057
C -3.2429 4.5881 -0.2180
C 5.0883 -0.1667 -1.3473
C 4.1163 -3.4158 -4.2281
C -4.2532 -0.8676 2.1755
C 1.0340 -2.8460 0.4998
C -5.4000 -2.3796 0.7041
H 0.6496 -3.2440 -0.4380
H 0.8787 -3.3246 3.8331
H -6.2245 -3.0507 0.5142
H -6.0511 -1.9124 2.6888
H -1.0546 1.0522 6.9727
H 4.2725 -3.3613 -5.2948
H -4.5077 1.8739 1.3665
H 4.4562 3.2894 0.2487
H -4.5355 -2.6650 -1.2363
H -2.6017 -1.1800 -0.7726
H -2.7941 1.1338 -1.8207
H 3.1246 -0.4191 1.6483
H -1.2164 4.8054 -0.8785
H 5.2675 -1.1349 -1.7999
H 7.1605 0.3767 -1.3437
H 5.2330 -5.2273 -3.9929
H 3.6139 -3.5896 -0.3948
H 4.9449 -5.3023 -1.5435
H -1.6432 3.0446 5.6483
H 2.4605 -1.4341 3.7876
H 6.7697 2.5733 -0.2615
H -0.4888 2.7473 -5.8925
H -3.5522 5.5503 -0.5965
H -1.9867 2.8551 3.2208
H -0.0271 -4.2378 1.7224
H 2.9241 -1.6306 -4.1622
H -1.0758 -1.3213 3.4113
H -2.9448 2.8810 -5.7144
H -0.4928 2.6335 0.0595
H 0.8447 1.9215 -4.0066
H -0.7417 -1.1283 5.8634
H -4.0946 1.9941 -3.7206
H -5.1735 4.1142 0.5650
H -4.1851 -0.3525 3.1242

## Properties
Gap between HOMO and LUMO (spin up / spin down) = 4.91 / 4.82 eV
E_HOMO (spin up / spin down) = -13.91 / -13.86 eV
Charge = +2



(3)
Here is a structure of composition C42H34Cl2CuF12N8O20S4 from the Open Molecules 2025 dataset. Energies are from the ωB97M-V functional and the def2-TZVPD basis.

CARTESIAN COORDINATES (ANGSTROEM)
Cu 0.2545 -0.7757 1.6670
Cl 3.0247 -5.5290 -3.0581
Cl 3.4372 -3.0731 -5.4403
S 1.8061 0.5814 -1.2165
S 1.0643 -3.5324 2.4941
S -1.1031 -3.1404 3.8698
S 0.1313 -1.3977 -1.2213
F 1.8842 -3.3293 5.0984
F -1.7145 -1.4290 -3.0812
F -2.4357 -0.7708 -1.1726
F 0.6864 2.8975 -0.4979
F 2.8253 2.9712 -0.9670
F 3.3357 -2.7888 3.6218
F -2.7213 -2.0141 5.6740
F 2.1085 2.1214 0.8897
F -0.6568 -1.4160 5.8069
F -1.8974 -0.5992 4.2419
F 2.8783 -4.8812 3.9006
F -1.2641 0.5825 -2.2882
O -0.7271 2.5703 3.9485
O 0.9252 -1.9398 -2.2911
O 3.1219 0.0432 -0.9937
O -0.4407 1.4424 2.1542
O 0.5708 -4.8526 2.2628
O 1.7600 -2.8741 1.4142
O -1.5558 9.4547 -4.3935
O 2.2108 -0.1331 2.5502
O -3.5765 0.6727 1.9727
O 9.5229 -4.2929 0.8429
O -3.6785 2.0945 -2.9875
O -2.2083 -3.5693 3.0220
O -2.1265 -0.8356 1.5799
O -0.3845 -2.3110 -0.2233
O -0.6073 -4.1335 4.8022
O 1.4682 0.8570 -2.5865
O -4.4271 1.4874 -1.0671
O 9.8278 -2.1601 0.7175
O -0.5133 9.3146 -2.5045
O 4.2727 -0.3157 2.0538
N -0.8224 2.4492 2.7474
N -4.3763 1.4031 -2.2763
N 0.7431 -0.1612 -0.2566
N -0.0619 -2.3428 2.9773
N -1.0712 8.8164 -3.4747
N 9.2381 -3.1867 0.4344
N -3.2840 -0.4396 1.5728
N 3.4050 -0.1197 2.8540
C -2.4312 4.3956 0.0151
C -2.2911 5.6952 0.4986
C 7.3164 -1.9010 -0.4101
C 8.0788 -3.0684 -0.4512
C 3.0548 0.4144 6.5112
C -6.5326 -1.6440 -4.2908
C -2.2621 6.7752 -4.1865
C -0.3849 6.5921 -2.6576
C 5.3953 0.4138 5.9520
C -4.3091 -1.3819 1.2169
C 7.7733 -4.1186 -1.3055
C -5.1281 0.3168 -2.9147
C -3.9301 -2.6086 0.6829
C -1.2337 7.3478 -3.4452
C -2.4166 5.4002 -4.1640
C 5.9052 -2.8318 -2.0724
C 3.7369 0.0916 4.2529
C -1.9717 3.3217 0.7658
C -5.6300 -1.0707 1.4633
C 2.3744 -3.6712 3.9238
C -1.5025 4.6101 -3.4634
C -1.3317 3.5641 1.9719
C -5.4179 -0.8968 -2.3022
C -6.2339 -3.2371 0.6406
C -0.5088 5.2094 -2.7017
C 4.3932 0.5693 6.8886
C 1.8377 -5.0686 -4.3083
C -1.4219 -0.6987 -2.0343
C 1.8574 2.2898 -0.4085
C -1.2204 4.8393 2.4709
C -1.6624 -1.6750 4.9716
C 2.5117 -4.6043 -5.5803
C -5.4661 0.5042 -4.2352
C 6.2263 -1.7600 -1.2564
C -6.1826 -1.8486 -2.9626
C 5.0616 0.2215 4.6201
C -1.7834 5.9026 1.7851
C -6.6047 -2.0239 1.2237
C -6.2235 -0.4512 -4.9179
C 2.7049 0.2393 5.1932
C 6.6470 -4.0056 -2.1247
C -4.8959 -3.5253 0.3420
H -1.6960 3.5465 -3.4259
H -2.9436 -2.7411 0.2592
H -5.2179 -1.0714 -1.2535
H 2.2403 0.4559 7.2220
H 5.0562 -2.7613 -2.7442
H 3.1160 -5.3935 -6.0225
H 1.2152 -5.9493 -4.4436
H -0.7866 5.0604 3.4373
H 1.6719 0.2278 4.8747
H 0.1663 4.6144 -2.1039
H -6.4508 -2.7441 -2.4209
H 6.4108 -4.8198 -2.7929
H -2.5468 6.5642 -0.0925
H -2.8725 4.3468 -0.9709
H -2.9743 7.3605 -4.7511
H -6.9837 -3.9942 0.4474
H 1.2122 -4.2617 -3.9282
H -3.1799 4.8923 -4.7368
H -7.1293 -2.3789 -4.8165
H 7.5931 -1.0274 0.1635
H 8.3126 -5.0537 -1.3470
H -2.0205 2.3112 0.3832
H -1.7859 6.9213 2.1468
H -5.8728 -0.0593 1.7616
H 4.5068 0.8579 7.9259
H 0.4457 7.0818 -2.1698
H -7.6607 -1.8304 1.3410
H -4.5546 -4.4157 -0.1662
H -6.5257 -0.2992 -5.9438
H 5.6392 -0.8540 -1.2828
H 1.7144 -4.4345 -6.3064
H 5.8533 0.0200 3.9106
H 6.4368 0.4028 6.2404
H -5.1365 1.3878 -4.7638

## Properties
Spin multiplicity = 2
Gap between HOMO and LUMO (spin up / spin down) = 8.08 / 5.76 eV
E_HOMO (spin up / spin down) = -9.43 / -9.43 eV
Relative energy (zero: lowest compared OMol25 entry of this formula, charge and spin) = 0.000 eV



(4)
Here is a structure of composition C42H34HfN5O8PS from the Open Molecules 2025 dataset. Energies are from the ωB97M-V functional and the def2-TZVPD basis.

CARTESIAN COORDINATES (ANGSTROEM)
Hf 1.1769 0.5507 0.7881
S -0.9480 2.3413 0.1717
P -1.2218 -1.3685 -1.8058
O 7.0021 1.3450 0.3880
O -0.4678 0.9559 -0.2119
O 2.5096 1.7953 -0.0025
O 0.1363 2.2700 4.4401
O -1.0628 3.2631 -0.9060
O 4.6529 2.0861 -0.5292
O -0.0125 2.6997 1.2330
O 7.6439 0.1933 2.1696
N 0.2662 -1.5829 1.6721
N 3.2467 2.4539 3.0851
N 3.1618 -0.3258 1.5856
N 3.7522 -1.1741 2.4148
N 0.8435 0.7014 2.9211
C 3.3553 -1.8455 -2.4101
C 2.6734 5.1677 2.9010
C -1.9421 -2.7870 -4.2273
C 0.9024 1.9195 3.5520
C -6.6524 1.0292 1.6899
C -4.8723 2.6691 0.9793
C -5.2251 1.3841 1.3820
C 3.7674 1.5305 0.0987
C -3.1303 1.2525 -4.2959
C -1.7712 -2.8028 -2.8427
C -3.5587 2.9858 0.6783
C -2.5800 2.0123 0.7862
C 5.0762 -0.9865 2.4648
C 6.7767 0.5436 1.4081
C 1.0947 -2.3437 -2.9247
C -0.8013 1.7832 -4.4666
C 2.4397 -2.5098 -3.1912
C -2.9072 0.7294 1.2041
C 2.9123 -1.0760 -1.3459
C -2.8250 0.2185 -3.4256
C -2.6928 -5.0752 -4.1951
C 5.3814 0.0403 1.5957
C -0.8405 -3.6869 1.4019
C 1.5647 -0.8645 -0.9908
C -0.4751 -1.3534 2.7648
C 1.6746 4.2478 3.1456
C 0.0840 -2.7415 1.0171
C -1.4446 -2.2511 3.2054
C 4.2141 3.3626 2.9382
C -2.4006 -3.9132 -4.8953
C -1.5043 -0.0438 -3.0621
C -4.2216 0.4256 1.5069
C -1.6346 -3.4295 2.5137
C 3.9823 4.7180 2.8137
C -2.0879 -3.9721 -2.1519
C -0.4937 0.7576 -3.5850
C -2.5342 -5.1036 -2.8180
C 0.6366 -1.5190 -1.8934
C -0.2147 -0.0943 3.5204
C 2.0009 2.8945 3.1978
C 4.1306 0.4290 1.0706
C -2.1161 2.0390 -4.8208
H -2.5271 -3.8840 -5.9704
H -4.1607 1.4473 -4.5668
H -2.3464 2.8527 -5.4963
H 3.6980 -0.6258 -0.7572
H 5.2285 2.9796 2.9267
H -1.7097 -1.8933 -4.7907
H -2.3801 -4.1451 2.8351
H -4.4804 -0.5825 1.8093
H -1.9805 -3.9815 -1.0727
H -2.7651 -6.0054 -2.2644
H -0.9422 -4.6076 0.8457
H -2.1410 -0.0287 1.2533
H 4.4143 -1.9251 -2.6233
H 0.7282 -2.9131 0.1659
H 0.3837 -2.8552 -3.5563
H -3.6172 -0.4058 -3.0243
H -5.6419 3.4246 0.8824
H -2.0261 -2.0179 4.0873
H 5.7389 -1.5700 3.0802
H 2.7615 -3.1448 -4.0072
H 0.6470 4.5468 3.2894
H -6.8253 1.0590 2.7676
H 2.4496 6.2219 2.8046
H 6.1648 1.6370 -0.0614
H 0.0569 -0.3429 4.5542
H -1.1379 0.4948 3.5986
H -7.3418 1.7273 1.2178
H -6.8841 0.0222 1.3441
H 0.5378 0.5939 -3.3024
H 4.8071 5.3967 2.6473
H 3.1986 -1.8316 2.9364
H -3.2809 3.9736 0.3340
H -0.0024 2.3910 -4.8727
H -3.0445 -5.9534 -4.7213

## Properties
Gap between HOMO and LUMO = 7.84 eV
E_HOMO = -8.06 eV
Relative energy (zero: lowest compared OMol25 entry of this formula, charge and spin) = 2.346 eV



(5)
Here is a cluster of 6 separate species, C42H34N6O10S2 in total from the Open Molecules 2025 dataset. Energies are from the ωB97M-V functional and the def2-TZVPD basis.

CARTESIAN COORDINATES (ANGSTROEM)
S -1.4352 -4.1098 -6.6006
S 3.5252 -5.5920 -4.8158
O -1.9546 3.2594 2.7439
O 10.0234 -4.8361 -7.2436
O 5.7641 -0.1325 6.3590
O -2.1040 -0.3834 -0.2367
O 10.4272 -2.9062 -8.1041
O -2.4238 -0.3987 -2.3633
O -4.0925 3.0498 9.1687
O 4.8286 1.7213 6.9215
O -3.5707 4.1109 7.3720
O 0.0274 3.7588 3.4075
N -1.3826 -2.2205 -4.4177
N -2.1898 0.1760 -1.3054
N 9.6934 -3.7136 -7.5698
N -3.9827 3.1295 7.9633
N 4.8753 0.6911 6.2794
N -1.1770 3.9213 3.4094
C 1.7476 -0.0557 3.5408
C 3.7887 -0.7494 4.6040
C -2.7796 -3.9056 -5.4409
C -0.2134 -2.9881 -4.4913
C 1.0594 -4.7109 -5.5902
C 0.8328 -2.8084 -3.6146
C 2.7683 1.3583 5.1939
C 3.7791 0.4244 5.3360
C 6.1369 -3.8087 -6.4423
C 6.5743 -1.6701 -7.4600
C -1.9898 3.6673 -2.5855
C -4.2389 2.0032 5.7884
C -3.5821 -2.7759 -3.5019
C -2.1398 2.2914 -2.5557
C 5.6994 -2.5514 -6.8379
C -4.8827 0.8436 7.8054
C 1.9607 -3.5836 -3.7149
C -1.5733 3.6806 -0.2114
C -4.3760 1.9596 7.1638
C 1.7482 1.1151 4.2880
C 7.8878 -2.0449 -7.6934
C -1.7094 4.3615 -1.4146
C -3.9218 -4.6538 -5.5221
C -1.4069 6.7792 5.7891
C 8.3066 -3.3041 -7.3022
C -2.5853 -2.9665 -4.4530
C -2.0095 1.6290 -1.3458
C -1.7238 2.3055 -0.1725
C -3.1011 5.1643 4.2907
C -0.0591 -3.9390 -5.4804
C -4.6267 0.9063 5.0361
C -3.6257 6.1702 5.0807
C -5.2718 -0.2494 7.0473
C -4.9081 -4.4630 -4.5855
C -1.7309 4.9781 4.2590
C 7.4489 -4.1905 -6.6754
C -4.7257 -3.5318 -3.6063
C 2.0867 -4.5445 -4.6778
C 2.7643 -0.9882 3.7016
C -0.8740 5.7706 5.0034
C -5.1467 -0.2176 5.6645
C -2.7808 6.9805 5.8261
H -2.0940 4.2000 -3.5209
H -5.4780 -3.3661 -2.8403
H -2.3578 1.7521 -3.4666
H 7.7880 -5.1699 -6.3701
H 8.5676 -1.3588 -8.1773
H -5.7999 -5.0761 -4.6460
H -3.1938 7.7715 6.4384
H -4.6954 6.3251 5.1139
H 2.7604 -1.9007 3.1206
H 0.7692 -2.0585 -2.8309
H 2.9686 -6.8183 -4.7191
H 0.9523 -0.2412 2.8296
H 5.4512 -4.4913 -5.9552
H -1.3523 4.2224 0.6941
H 4.6716 -2.2583 -6.6615
H 0.1947 5.6139 4.9767
H 2.7758 -3.4441 -3.0109
H 6.2315 -0.6907 -7.7661
H 4.5807 -1.4739 4.7263
H -3.4726 -2.0525 -2.6805
H -4.5260 0.9287 3.9591
H -5.4557 -1.0711 5.0748
H -3.7614 4.5369 3.7091
H 1.1058 -5.4452 -6.3863
H -3.9879 -5.3855 -6.3199
H -1.3655 -1.5665 -3.6515
H 0.9554 1.8389 4.1613
H -4.9801 0.8172 8.8810
H -1.6193 1.7812 0.7655
H -3.8365 2.8770 5.2991
H -1.5978 5.4380 -1.4403
H -0.7505 7.4102 6.3725
H 2.7682 2.2691 5.7749
H -5.6752 -1.1263 7.5351

## Properties
SMILES = Sc1ccc2c(c1)Sc1ccccc1N2.O=[N+]([O-])c1ccccc1.O=[N+]([O-])c1ccccc1.O=[N+]([O-])c1ccccc1.O=[N+]([O-])c1ccccc1.O=[N+]([O-])c1ccccc1
Gap between HOMO and LUMO = 6.65 eV
E_HOMO = -7.82 eV